# 1
{"formula": "C17H11GdNO5S", "method": "wB97M-V/def2-TZVPD", "e_homo_ev": [-17.223, -18.500], "spin_multiplicity": 8, "lumo_energy_ev": [-10.848, -14.553], "total_charge": 3, "species": ["O", "C", "Gd", "O", "C", "C", "O", "C", "O", "C", "O", "N", "S", "C", "C", "C", "C", "C", "C", "C", "C", "C", "C", "C", "C", "H", "H", "H", "H", "H", "H", "H", "H", "H", "H", "H"], "xyz": [[-5.7984, -3.6967, -2.4790], [-4.8817, -3.1566, -2.1072], [-2.5708, -1.7794, -1.1682], [-1.9509, -0.4496, -4.1956], [-2.2514, -0.9560, -3.2265], [-2.9025, -2.6409, 0.8716], [-2.9503, -2.9992, 1.9578], [-1.3169, -3.5767, -1.7013], [-0.5577, -4.3879, -1.9178], [-3.8298, -0.0298, -0.6376], [-4.3469, 0.9445, -0.3232], [-0.7464, -0.7248, -0.5806], [-0.4615, 0.4167, 0.6776], [0.9305, -0.2703, 1.5355], [2.1084, -0.4597, 0.7976], [3.2145, -1.0114, 1.4569], [3.1348, -1.3861, 2.8060], [1.9229, -1.2063, 3.5115], [0.8082, -0.6587, 2.8786], [0.2046, 1.8263, -0.1639], [0.3292, 3.0183, 0.5707], [0.9474, 4.1191, -0.0188], [1.4488, 4.0360, -1.3381], [1.3212, 2.8354, -2.0488], [0.6979, 1.7148, -1.4734], [0.2338, -0.9604, -0.8345], [2.1868, -0.1641, -0.2368], [4.1450, -1.1468, 0.9093], [3.9962, -1.8176, 3.3102], [1.8523, -1.4905, 4.5490], [-0.1373, -0.5122, 3.3909], [-0.0564, 3.0619, 1.5864], [1.0382, 5.0436, 0.5364], [1.9286, 4.8998, -1.7940], [1.7059, 2.7611, -3.0642], [0.6036, 0.8043, -2.0366]], "forces_ev_per_angstrom": [[1.459, 0.861, 0.590], [-1.566, -0.941, -0.633], [-0.545, -0.683, -0.586], [-0.492, -0.828, 1.556], [0.922, 2.141, -4.906], [-0.936, -2.317, 6.107], [0.180, 0.897, -2.770], [3.141, -4.122, -1.166], [-1.143, 1.169, 0.311], [-3.677, 5.810, 1.834], [1.383, -2.640, -0.859], [2.349, 1.479, 1.982], [-1.051, -0.799, -1.233], [-0.724, -0.148, 0.757], [1.662, -0.331, 0.747], [0.003, -0.080, -0.130], [0.228, 0.249, -0.986], [-0.695, 0.236, -0.049], [-0.030, 0.504, -0.725], [0.753, -0.334, -0.014], [0.226, 0.630, 0.026], [-0.189, -0.441, -0.025], [-0.327, -0.088, 0.724], [-0.447, -1.073, -0.051], [0.600, 1.262, -0.322], [-0.906, -0.253, -0.381], [0.050, 0.053, -0.166], [-0.166, -0.003, 0.134], [-0.101, 0.093, -0.079], [0.011, -0.122, 0.173], [0.172, -0.047, 0.118], [0.060, 0.168, -0.119], [-0.008, -0.036, -0.007], [-0.084, -0.185, 0.086], [-0.085, 0.032, 0.216], [-0.028, -0.115, -0.151]]}

# 2
{"formula": "C4H13NO3", "method": "wB97M-V/def2-TZVPD", "relative_energy_ev": 1.824, "e_homo_ev": -9.205, "smiles": "CCNCC=O.O.O", "lumo_energy_ev": 0.672, "total_charge": 0, "species": ["C", "C", "N", "C", "C", "O", "H", "H", "H", "H", "H", "H", "H", "H", "H", "O", "H", "H", "O", "H", "H"], "xyz": [[-1.0543, -0.0714, -2.2614], [-0.7476, -1.3653, -1.4988], [0.5880, -1.4344, -0.9019], [0.7978, -0.3781, 0.0896], [2.0097, -0.8082, 0.8852], [1.9476, -0.9910, 2.0829], [-1.1310, 0.7743, -1.5835], [-1.9828, -0.1781, -2.8195], [-0.2514, 0.1175, -2.9902], [-0.7796, -2.1718, -2.2139], [-1.4945, -1.5394, -0.7228], [1.2869, -1.3210, -1.6237], [0.9283, 0.6196, -0.3288], [-0.0146, -0.4143, 0.8008], [2.9439, -1.1328, 0.3966], [-1.8297, 2.3616, 0.5258], [-0.8656, 2.4115, 0.6368], [-2.1598, 2.1149, 1.3951], [0.6422, 1.3906, 3.0516], [1.2467, 0.7140, 3.3841], [-0.0802, 1.3018, 3.6961]], "forces_ev_per_angstrom": [[0.390, -0.237, 0.058], [0.313, 0.313, -0.458], [-0.219, 0.501, 0.247], [0.696, -0.735, -0.003], [-0.283, -0.680, 1.192], [0.235, 0.279, -0.335], [-0.117, 0.163, -0.050], [-0.100, 0.096, 0.052], [-0.185, 0.039, 0.154], [-0.265, -0.509, -0.126], [0.064, -0.080, 0.017], [0.005, -0.135, -0.237], [-0.072, 0.262, -0.009], [-0.314, 0.337, 0.095], [-0.068, 0.330, -0.533], [0.444, -0.009, -0.027], [-0.425, -0.032, 0.085], [0.048, 0.003, -0.011], [-0.497, -0.130, 0.764], [0.201, -0.080, -0.486], [0.148, 0.307, -0.389]]}

# 3
{"formula": "C13H42BCoO11", "method": "wB97M-V/def2-TZVPD", "e_homo_ev": [-11.369, -11.369], "spin_multiplicity": 4, "lumo_energy_ev": [-4.200, -4.808], "total_charge": 1, "species": ["Co", "B", "H", "H", "H", "H", "C", "C", "O", "O", "H", "H", "H", "H", "H", "H", "C", "C", "O", "O", "H", "H", "H", "H", "H", "H", "C", "C", "O", "O", "H", "H", "H", "H", "H", "H", "C", "C", "O", "O", "H", "H", "H", "H", "H", "H", "C", "C", "O", "O", "H", "H", "H", "H", "H", "H", "C", "C", "C", "O", "H", "H", "H", "H", "H", "H", "H", "H"], "xyz": [[-0.0197, -2.2606, -0.9651], [0.2494, -0.6896, 0.4565], [0.4183, 0.0459, 1.3205], [-0.4428, -1.5147, 0.9156], [-0.3485, -0.2531, -0.4437], [1.2526, -1.1471, 0.1006], [1.6495, -4.2045, 0.5543], [2.3720, -3.9653, -0.7493], [1.9504, -2.7163, -1.2765], [0.2733, -3.7862, 0.3686], [2.0522, -3.5781, 1.3544], [1.7246, -5.2577, 0.8220], [2.0671, -4.7661, -1.4287], [3.4409, -3.9827, -0.5426], [2.7064, -2.1370, -1.4161], [-0.1631, -4.0675, 1.1843], [0.4377, 2.8573, -0.7176], [1.9197, 2.6048, -0.4429], [2.2397, 1.1941, -0.5634], [-0.3416, 2.4798, 0.4073], [0.1207, 2.3231, -1.6195], [0.3195, 3.9180, -0.9432], [2.1439, 2.9024, 0.5836], [2.5249, 3.1602, -1.1570], [1.5653, 0.7096, -0.0665], [-0.1710, 1.5536, 0.5727], [-0.3517, -1.2635, -3.9343], [0.4812, -1.7522, -5.0959], [0.8765, -3.0984, -4.8687], [0.4348, -1.1644, -2.7036], [-1.1984, -1.9129, -3.7218], [-0.6817, -0.2492, -4.1627], [1.3566, -1.1075, -5.2052], [-0.1909, -1.7603, -5.9600], [1.6549, -3.2889, -5.3998], [1.0860, -0.4625, -2.8429], [-3.6959, 3.2763, -1.3238], [-3.8018, 1.7870, -1.5581], [-2.5149, 1.1463, -1.6299], [-3.0652, 3.5500, -0.0614], [-4.6114, 3.8575, -1.2254], [-3.1177, 3.7638, -2.1195], [-4.4356, 1.5129, -2.4045], [-4.2805, 1.3764, -0.6629], [-2.6378, 0.2108, -1.4677], [-2.2409, 3.0486, -0.0431], [-4.0612, 1.8109, 2.7867], [-3.2873, 0.7164, 2.0911], [-2.2696, 0.1911, 2.9523], [-3.3091, 3.0042, 2.8608], [-4.4130, 1.5358, 3.7813], [-4.9977, 1.9937, 2.2410], [-2.7726, 1.2478, 1.2861], [-3.9297, -0.0811, 1.7034], [-1.4889, 0.0297, 2.4202], [-3.1970, 3.3641, 1.9666], [3.6591, -0.1708, 2.0316], [2.6798, 0.4333, 3.0254], [1.8526, -0.6268, 3.7573], [3.4546, 1.0990, 4.0230], [3.2141, -0.9030, 1.3421], [4.3758, -0.8489, 2.5083], [4.1310, 0.5705, 1.3882], [2.0501, 1.1308, 2.4639], [0.9538, -0.2329, 4.2312], [2.5344, -1.0632, 4.4842], [1.4696, -1.3550, 3.0365], [4.3443, 1.2622, 3.7017]], "forces_ev_per_angstrom": [[1.265, 1.394, 0.733], [-0.873, 0.001, 0.170], [0.237, 0.825, 0.841], [-0.914, -1.306, 0.428], [-0.705, 0.878, -1.065], [1.001, -0.416, -0.243], [0.457, 0.689, 0.162], [-0.252, -0.877, 0.521], [0.670, -0.792, -0.339], [0.164, -1.443, 0.017], [0.101, -0.102, -0.005], [-0.219, 0.010, 0.049], [0.342, 0.210, -0.265], [0.021, -0.069, -0.309], [-0.206, 0.294, -0.002], [-0.600, 0.427, -0.291], [0.810, 0.020, 0.000], [-0.495, -0.703, -0.092], [-0.082, 0.497, -0.442], [-0.271, 0.821, -0.336], [0.001, -0.169, -0.012], [-0.339, 0.049, 0.435], [0.064, 0.329, -0.091], [0.191, -0.175, 0.043], [0.438, 0.203, 0.003], [-0.205, -0.312, 0.109], [0.639, 0.577, 0.066], [-0.486, -0.828, 0.287], [0.170, 0.092, 0.436], [-0.909, -0.464, -0.823], [0.012, -0.033, -0.044], [-0.390, -0.118, -0.028], [-0.143, 0.139, -0.326], [0.307, 0.555, -0.222], [-0.065, -0.080, -0.060], [0.016, 0.010, 0.611], [1.153, 0.797, 0.484], [-0.918, -0.656, 0.940], [0.235, 0.792, -0.507], [-0.039, -0.361, -0.405], [-0.484, -0.740, -0.460], [0.028, -0.161, -0.072], [0.171, 0.267, -0.236], [-0.279, 0.073, -0.030], [-0.186, -0.029, 0.141], [0.473, -0.003, 0.167], [-0.639, 0.383, -0.322], [0.791, 0.406, 0.260], [-0.380, -0.216, 0.028], [0.066, -0.048, 0.321], [0.492, -0.055, 0.175], [0.066, -0.087, -0.264], [-0.219, -0.305, -0.441], [-0.058, -0.008, 0.044], [0.095, 0.004, 0.046], [-0.216, -0.137, 0.133], [-0.115, -1.380, -0.609], [0.693, -0.460, -0.037], [-0.054, 0.304, -0.641], [-0.481, 0.356, 0.157], [-0.564, 0.435, -0.085], [0.315, 0.626, 0.416], [0.212, 0.069, 0.254], [-0.099, 0.213, 0.310], [0.260, 0.253, 0.288], [-0.294, -0.321, 0.083], [0.254, -0.223, 0.077], [-0.031, 0.079, -0.130]]}

# 4
{"formula": "C4H8OS2", "method": "wB97M-V/def2-TZVPD", "relative_energy_ev": 3.200, "e_homo_ev": [-4.075, -9.267], "spin_multiplicity": 3, "lumo_energy_ev": [0.691, -2.838], "total_charge": 0, "species": ["C", "C", "C", "C", "O", "S", "S", "H", "H", "H", "H", "H", "H", "H", "H"], "xyz": [[-0.5257, -1.0708, -0.0912], [1.0697, -1.2479, 0.0026], [0.3310, 1.3565, -0.2210], [-0.9155, 0.2333, 0.6543], [2.6951, 0.6658, 0.7396], [-2.5845, 0.8194, 0.0390], [1.8731, 0.3934, -0.3872], [-1.0128, -1.1959, -1.1414], [-0.8838, -2.1155, 0.3163], [1.2094, -1.2495, 1.1211], [1.4843, -1.9984, -0.6174], [-0.2031, 1.5092, -1.1348], [0.4216, 2.2559, 0.3703], [-0.6122, 0.5146, 1.6063], [-2.3466, 1.1301, -1.2565]], "forces_ev_per_angstrom": [[0.339, -2.557, -0.025], [-2.072, 0.537, 2.760], [-0.009, -1.409, 0.275], [0.313, 0.276, -5.641], [2.950, -0.189, 3.458], [0.553, -0.127, 1.360], [-5.381, 2.462, -4.204], [1.242, 1.111, 1.442], [0.335, 2.150, -0.060], [0.297, -1.105, -0.940], [0.498, -0.887, -0.120], [0.388, 0.233, -0.796], [0.241, 0.002, 0.283], [-0.198, -0.260, 1.928], [0.504, -0.237, 0.282]]}

# 5
{"formula": "C8H12F12InN2O12S4", "method": "wB97M-V/def2-TZVPD", "relative_energy_ev": 0.000, "e_homo_ev": -14.091, "lumo_energy_ev": -9.491, "total_charge": 1, "species": ["In", "C", "F", "F", "F", "S", "O", "O", "N", "S", "O", "O", "C", "F", "F", "F", "C", "F", "F", "F", "S", "O", "O", "N", "S", "O", "O", "C", "F", "F", "F", "C", "C", "O", "O", "H", "H", "H", "H", "H", "H", "C", "C", "O", "O", "H", "H", "H", "H", "H", "H"], "xyz": [[-0.0475, -0.3958, 0.0253], [-0.1475, 4.3591, 0.7063], [0.5168, 5.4290, 1.0574], [-1.4457, 4.6198, 0.6101], [0.3290, 3.8914, -0.4433], [0.2021, 3.0501, 2.0497], [1.5553, 2.6572, 1.8679], [-0.0538, 3.7535, 3.2839], [-0.9137, 1.8801, 1.5687], [-2.2490, 2.1339, 2.4409], [-2.7042, 3.4593, 2.7909], [-3.2779, 1.2492, 1.9154], [-1.8727, 1.3691, 4.1464], [-0.7598, 0.6225, 4.0438], [-1.7282, 2.3041, 5.0346], [-2.8039, 0.4733, 4.5030], [0.4939, -0.7597, -4.4915], [1.0294, -0.8357, -5.7055], [-0.0674, 0.4252, -4.3228], [-0.3829, -1.7306, -4.3922], [1.9665, -0.9766, -3.2767], [3.0932, -1.5988, -3.9281], [2.3004, 0.3664, -2.8586], [1.1638, -1.7960, -1.9701], [1.1619, -3.3859, -2.1736], [0.2247, -4.0285, -1.2921], [1.1552, -3.7619, -3.5583], [2.9063, -3.9529, -1.4763], [3.1812, -5.1567, -1.9435], [3.8680, -3.1103, -1.8360], [2.8292, -3.8449, -0.1655], [1.3917, -2.9106, 2.2209], [1.0664, -1.8350, 3.2452], [1.0589, -0.5327, 2.6953], [0.6513, -2.8005, 1.0204], [1.4218, -3.8778, 2.7205], [2.4375, -2.6932, 1.9728], [1.8243, -1.8450, 4.0288], [0.1061, -2.1140, 3.6897], [1.2543, 0.0800, 3.4125], [0.2569, -3.6500, 0.7905], [-1.7540, 2.1999, -2.0444], [-2.7779, 1.0156, -2.0296], [-2.6923, 0.3971, -0.7563], [-0.4884, 1.6286, -1.7223], [-1.8968, 3.0036, -1.3166], [-1.8471, 2.7609, -2.9773], [-2.5294, 0.3319, -2.8380], [-3.8192, 1.3324, -1.9574], [-3.4079, 0.7064, -0.1847], [0.2216, 2.0936, -2.1799]], "forces_ev_per_angstrom": [[-0.179, 0.645, -0.362], [0.169, -0.768, 1.133], [0.045, 0.401, -0.075], [0.386, -0.047, -0.279], [-0.139, 0.104, -0.406], [0.548, 2.672, 0.177], [0.250, -1.440, -0.928], [-0.576, -1.315, -0.879], [1.480, 0.678, 0.153], [-4.271, -1.123, 1.884], [1.234, -0.987, -1.142], [1.141, 0.161, -0.397], [-0.264, -0.997, -0.579], [0.617, 0.371, 0.141], [-0.062, 0.002, 0.403], [-0.222, 0.984, -0.144], [1.244, -0.808, -1.108], [-0.005, 0.394, 0.287], [-0.108, -0.122, 0.245], [-0.572, 0.195, 0.533], [1.620, 2.170, -0.673], [-2.078, -0.782, 0.819], [-1.494, -0.516, 0.899], [0.167, 2.213, 0.085], [0.962, -3.424, 0.104], [-0.080, 0.747, 0.079], [0.091, 0.735, 0.665], [-0.465, 1.334, -1.394], [-0.323, 0.301, 0.765], [-0.128, -0.154, -0.376], [-0.096, -1.034, 0.673], [2.306, 1.504, 0.674], [-0.686, -0.911, 0.566], [-0.123, -0.516, -1.433], [-0.723, 0.944, 0.288], [-0.699, -0.170, -0.352], [-0.038, -0.258, -0.389], [0.033, -0.417, -0.018], [-0.200, 0.542, 0.119], [-0.100, 0.489, -0.341], [-0.291, 0.027, -0.527], [-1.324, 0.078, 0.450], [0.270, 1.851, 1.238], [1.560, -1.864, 0.440], [0.590, -0.897, -0.132], [-0.716, -0.502, 0.374], [0.762, -0.624, -0.496], [-0.255, -0.179, 0.113], [0.094, 0.486, -1.471], [0.367, 0.031, 0.590], [0.279, -0.201, 0.008]]}

# 6
{"formula": "C3H16NO4S", "method": "wB97M-V/def2-TZVPD", "relative_energy_ev": 0.881, "e_homo_ev": -3.618, "lumo_energy_ev": 3.493, "total_charge": -1, "species": ["C", "N", "C", "C", "S", "H", "H", "H", "H", "H", "H", "H", "H", "H", "H", "O", "H", "H", "O", "H", "H", "O", "H", "H", "O"], "xyz": [[1.4532, -1.0563, -1.2887], [0.7231, -0.6647, -2.4971], [-0.6598, -0.2781, -2.1493], [-0.8362, 0.9550, -1.2595], [-2.5133, 0.8933, -0.4486], [2.2411, -0.3494, -1.0175], [2.0238, -1.9556, -1.5314], [0.8101, -1.2991, -0.4594], [1.1599, 0.1629, -2.8792], [-1.2022, -0.0261, -3.0643], [-1.1610, -1.1201, -1.7032], [-0.9141, 1.8594, -1.8444], [-0.1159, 0.9956, -0.4655], [1.7893, -1.0328, 1.8329], [2.4976, -2.0267, 0.9535], [2.6002, -1.5780, 1.8012], [-2.5239, -0.6029, 1.4571], [-1.1860, -1.2302, 1.4376], [-2.0171, -1.3012, 1.9210], [-1.6775, 2.1322, 1.5577], [-0.6640, 3.1873, 1.2106], [-0.8816, 2.5663, 1.9145], [-0.1470, 0.3047, 2.6767], [0.5014, 1.1093, 1.6325], [0.7000, 0.3552, 2.2126]], "forces_ev_per_angstrom": [[1.219, -0.413, -1.060], [-0.687, 0.372, 0.485], [0.128, 0.830, -0.607], [-1.659, -0.707, 0.402], [0.077, 0.227, 0.116], [-0.360, 0.284, 0.407], [-0.024, -0.353, 0.130], [-0.320, 0.231, 0.312], [0.145, 0.011, -0.111], [0.023, -0.373, -0.138], [-0.120, -0.396, 0.242], [0.740, 0.306, -0.203], [0.698, 0.218, 0.167], [0.269, 0.250, 0.369], [0.235, -0.083, 0.143], [-0.288, -0.220, -0.438], [0.094, -0.156, -0.172], [0.026, -0.129, 0.007], [0.001, 0.228, 0.157], [-0.146, -0.298, -0.435], [-0.078, 0.009, 0.027], [0.108, 0.407, 0.054], [0.094, -0.278, 0.125], [0.131, -0.032, 0.198], [-0.306, 0.066, -0.176]]}

| no. | E_tot (eV) |
| --- | --- |
| 1 | -61167.6395 |
| 2 | -11990.6473 |
| 3 | -74976.6495 |
| 4 | -27987.8927 |
| 5 | -117149.1646 |
| 6 | -23887.4564 |